No. 1
Entry from OMol25: one molecule with the formula C4H7Cl at a distorted geometry (wB97M-V/def2-TZVPD).

Atoms and positions in Å:
H -0.38 2.07 -0.87
H 0.47 -1.23 -1.50
C -0.58 0.00 0.08
C 0.01 -1.24 -0.57
H 0.92 0.20 1.41
H -0.91 -1.87 -0.44
C 0.12 1.26 -0.43
H -0.44 1.38 1.65
Cl 1.25 -2.05 0.48
H 0.93 0.84 -1.14
H -1.56 -0.17 0.29
C 0.16 0.81 1.02

lowest unoccupied orbital energy = 1.10 eV
Kohn-Sham gap = 11.28 eV
E = -16781.881 eV

=====

No. 2
Entry from OMol25: one molecule with the formula C4H7NO at a distorted geometry (wB97M-V/def2-TZVPD).

Atoms and positions in Å:
C -1.50 0.99 -0.47
C -1.17 -0.67 0.28
O 0.68 0.39 -0.92
H -0.94 1.95 -0.33
H -0.55 -0.87 1.17
C 1.70 -0.15 -0.24
H 1.64 -1.23 -0.05
H -2.56 1.23 -0.54
C -0.63 -0.13 -0.97
H -0.87 -0.66 -1.88
H -1.88 -1.52 0.15
N 2.66 0.62 0.05
H 3.43 0.11 0.46

lowest unoccupied orbital energy = 0.94 eV
Kohn-Sham gap = 10.24 eV
E = -7795.741 eV